No. 1
A 7-piece molecular cluster, C64H86IN3O3P overall. Source: the Open Molecules 2025 dataset; level of theory: ωB97M-V with the def2-TZVPD basis set.

CARTESIAN COORDINATES (ANGSTROEM)
C1 -6.386 2.559 1.744
C2 -5.599 2.907 0.913
C3 -4.625 3.402 -0.054
C4 -3.703 2.261 -0.596
C5 -2.250 2.633 -0.296
C6 -1.167 2.033 -1.142
N1 0.036 2.463 -0.936
I1 0.578 3.831 0.510
C7 1.095 1.935 -1.812
C8 1.938 0.764 -1.267
C9 2.741 1.032 0.026
O1 2.064 0.530 1.183
P1 2.082 3.204 -2.837
C10 3.273 4.104 -1.740
O2 3.038 2.189 -3.734
C11 0.160 1.241 -2.891
O3 -0.028 2.131 -4.062
C12 0.250 1.573 -5.203
N2 0.211 1.020 -6.212
C13 -1.224 0.989 -2.225
C14 -2.386 1.017 -3.243
N3 -2.123 0.114 -4.350
C15 -1.192 -0.504 -1.703
C16 -1.208 -0.694 -0.174
C17 -1.542 -2.179 0.138
C18 -0.406 -2.946 0.835
C19 0.992 -2.675 0.235
C20 1.784 -3.947 -0.122
C21 2.742 -4.428 0.971
C22 3.759 -5.410 0.324
C23 5.239 -5.025 0.568
C24 5.857 -5.756 1.789
C25 6.813 -6.880 1.394
C26 7.814 -7.233 2.500
C27 8.833 -6.099 2.719
C28 10.268 -6.591 2.999
H1 -7.127 2.549 2.508
H2 -5.180 3.861 -0.873
H3 -4.055 4.196 0.430
H4 -3.920 2.180 -1.654
H5 -4.020 1.337 -0.119
H6 -2.171 3.715 -0.443
H7 -2.035 2.445 0.759
H8 1.354 -0.137 -1.097
H9 2.660 0.515 -2.046
H10 2.961 2.087 0.186
H11 3.668 0.471 -0.051
H12 1.154 0.835 1.113
H13 2.770 5.023 -1.444
H14 3.613 3.587 -0.846
H15 4.113 4.421 -2.359
H16 3.851 2.681 -3.909
H17 0.673 0.389 -3.323
H18 -3.272 0.672 -2.710
H19 -2.628 2.037 -3.549
H20 -2.188 0.630 -5.217
H21 -2.812 -0.622 -4.395
H22 -2.058 -1.041 -2.077
H23 -0.325 -1.033 -2.091
H24 -2.026 -0.107 0.256
H25 -0.274 -0.420 0.310
H26 -2.434 -2.249 0.762
H27 -1.781 -2.721 -0.780
H28 -0.430 -2.802 1.916
H29 -0.615 -4.010 0.696
H30 1.573 -2.131 0.978
H31 0.877 -2.123 -0.698
H32 2.409 -3.670 -0.978
H33 1.134 -4.743 -0.487
H34 2.201 -5.007 1.721
H35 3.313 -3.629 1.439
H36 3.613 -5.456 -0.757
H37 3.638 -6.431 0.690
H38 5.382 -3.947 0.679
H39 5.866 -5.303 -0.283
H40 6.396 -5.066 2.437
H41 5.031 -6.191 2.355
H42 7.410 -6.633 0.512
H43 6.254 -7.784 1.133
H44 7.298 -7.386 3.452
H45 8.316 -8.175 2.280
H46 8.527 -5.422 3.516
H47 8.870 -5.484 1.815
H48 10.297 -7.590 3.427
H49 10.828 -6.571 2.064
H50 10.792 -5.896 3.654
C29 4.145 7.658 2.973
C30 3.149 7.093 2.189
C31 2.157 6.328 2.784
C32 2.148 6.129 4.157
C33 3.143 6.697 4.939
C34 4.142 7.458 4.347
H51 4.922 8.254 2.514
H52 3.148 7.251 1.118
H53 1.380 5.882 2.170
H54 1.369 5.535 4.617
H55 3.139 6.547 6.010
H56 4.920 7.897 4.958
C35 -2.056 0.892 5.355
C36 -2.898 0.099 6.122
C37 -4.271 0.151 5.926
C38 -4.804 0.989 4.956
C39 -3.963 1.780 4.186
C40 -2.590 1.733 4.388
H57 -0.986 0.854 5.511
H58 -2.484 -0.559 6.875
H59 -4.927 -0.463 6.529
H60 -5.874 1.025 4.800
H61 -4.377 2.431 3.428
H62 -1.932 2.356 3.791
C41 -1.085 -8.471 0.291
C42 -1.915 -7.527 0.881
C43 -1.421 -6.694 1.876
C44 -0.096 -6.801 2.275
C45 0.734 -7.743 1.683
C46 0.239 -8.580 0.693
H63 -1.471 -9.122 -0.482
H64 -2.947 -7.441 0.566
H65 -2.069 -5.961 2.340
H66 0.290 -6.148 3.048
H67 1.768 -7.825 1.994
H68 0.884 -9.318 0.235
C47 -4.876 8.533 -2.161
C48 -5.348 8.055 -3.376
C49 -4.887 6.845 -3.874
C50 -3.959 6.108 -3.153
C51 -3.490 6.585 -1.937
C52 -3.944 7.799 -1.441
H69 -5.234 9.479 -1.776
H70 -6.076 8.628 -3.935
H71 -5.251 6.477 -4.824
H72 -3.601 5.161 -3.541
H73 -2.764 6.009 -1.371
H74 -3.574 8.173 -0.495
C53 -10.164 3.389 -0.910
C54 -8.861 3.845 -0.769
C55 -8.608 5.023 -0.079
C56 -9.657 5.741 0.476
C57 -10.960 5.283 0.338
C58 -11.214 4.110 -0.358
H75 -10.361 2.472 -1.451
H76 -8.041 3.281 -1.196
H77 -7.591 5.382 0.027
H78 -9.460 6.657 1.017
H79 -11.779 5.842 0.772
H80 -12.231 3.756 -0.470
C59 3.615 -2.257 -4.456
C60 3.081 -2.739 -5.644
C61 3.404 -4.017 -6.081
C62 4.253 -4.817 -5.327
C63 4.782 -4.333 -4.139
C64 4.468 -3.055 -3.704
H81 3.367 -1.257 -4.118
H82 2.416 -2.118 -6.230
H83 2.993 -4.390 -7.010
H84 4.500 -5.814 -5.664
H85 5.442 -4.957 -3.550
H86 4.885 -2.678 -2.778

## Properties
**Highest occupied orbital energy**: -10.81 eV
**Orbital gap**: 6.35 eV
**Net charge**: +1
**E_LUMO**: -4.46 eV
**Calculated total energy**: -3518.8924 a.u.


No. 2
A 13-piece molecular cluster, C65H132F9N7O13 overall. Source: the Open Molecules 2025 dataset; level of theory: ωB97M-V with the def2-TZVPD basis set.

CARTESIAN COORDINATES (ANGSTROEM)
C1 8.166 -2.137 -6.667
C2 7.043 -2.446 -7.742
C3 7.350 -1.892 -9.168
C4 8.692 -2.379 -9.699
C5 8.585 -3.859 -10.060
C6 8.189 -4.690 -8.778
N1 7.139 -4.037 -7.831
O1 6.470 -4.639 -7.087
C7 9.415 -4.856 -7.823
C8 7.620 -6.052 -9.158
C9 5.644 -2.025 -7.416
H1 9.057 -2.618 -6.874
H2 7.865 -2.397 -5.631
H3 8.428 -1.095 -6.707
H4 7.325 -0.835 -9.145
H5 6.598 -2.309 -9.793
H6 9.483 -2.021 -9.013
H7 8.836 -1.746 -10.635
H8 9.408 -4.423 -10.569
H9 7.729 -3.910 -10.768
H10 9.235 -5.227 -6.795
H11 9.777 -3.820 -7.741
H12 10.159 -5.457 -8.388
H13 8.488 -6.673 -9.463
H14 6.866 -5.920 -9.901
H15 7.213 -6.583 -8.261
H16 5.167 -2.607 -6.583
H17 5.010 -2.262 -8.307
H18 5.620 -0.924 -7.123
C10 -2.685 -2.282 -1.779
C11 -4.141 -2.621 -2.115
C12 -5.130 -2.172 -1.088
C13 -6.680 -2.327 -1.414
C14 -6.994 -1.647 -2.803
C15 -5.974 -1.937 -3.951
N2 -4.540 -2.026 -3.474
O2 -3.667 -1.776 -4.225
C16 -6.244 -0.718 -4.884
C17 -6.117 -3.336 -4.553
C18 -4.197 -4.140 -2.295
H19 -2.559 -1.267 -1.975
H20 -2.039 -2.823 -2.490
H21 -2.455 -2.538 -0.758
H22 -4.892 -1.195 -0.818
H23 -4.890 -2.777 -0.173
H24 -7.308 -1.969 -0.604
H25 -6.882 -3.426 -1.618
H26 -7.085 -0.550 -2.671
H27 -7.903 -2.025 -3.237
H28 -6.011 -0.901 -5.925
H29 -5.545 0.017 -4.537
H30 -7.281 -0.420 -4.809
H31 -5.211 -3.749 -5.015
H32 -6.938 -3.253 -5.282
H33 -6.383 -4.085 -3.846
H34 -5.202 -4.617 -2.364
H35 -3.678 -4.563 -1.456
H36 -3.631 -4.474 -3.120
C19 -5.386 4.769 -5.910
C20 -4.534 5.771 -5.264
C21 -5.055 7.268 -5.726
C22 -4.361 8.401 -4.890
C23 -4.439 8.067 -3.362
C24 -4.068 6.594 -2.886
N3 -4.903 5.808 -3.802
O3 -5.981 5.442 -3.499
C25 -4.653 6.386 -1.531
C26 -2.586 6.226 -2.828
C27 -3.048 5.630 -5.457
H37 -6.411 4.949 -5.581
H38 -5.104 3.823 -5.432
H39 -5.144 4.789 -6.995
H40 -6.061 7.218 -5.450
H41 -4.819 7.481 -6.794
H42 -4.988 9.283 -5.028
H43 -3.292 8.555 -5.229
H44 -5.491 8.178 -2.975
H45 -3.808 8.718 -2.763
H46 -5.692 6.562 -1.358
H47 -4.085 7.030 -0.890
H48 -4.418 5.378 -1.238
H49 -2.597 5.166 -2.899
H50 -2.230 6.520 -1.832
H51 -1.963 6.660 -3.605
H52 -3.111 5.273 -6.487
H53 -2.632 4.811 -4.810
H54 -2.394 6.469 -5.573
C28 -2.681 -7.008 8.058
C29 -2.415 -5.689 8.707
C30 -3.727 -5.018 9.121
C31 -4.458 -5.688 10.259
C32 -3.519 -6.628 11.074
C33 -2.209 -5.995 11.452
N4 -1.557 -5.862 10.042
O4 -0.385 -6.003 10.003
C34 -1.275 -6.722 12.410
C35 -2.274 -4.554 11.909
C36 -1.466 -4.880 7.875
H55 -3.077 -6.830 7.066
H56 -3.381 -7.591 8.586
H57 -1.747 -7.616 7.854
H58 -4.267 -4.949 8.142
H59 -3.682 -3.959 9.376
H60 -5.343 -6.306 9.968
H61 -4.922 -4.954 10.977
H62 -3.235 -7.536 10.558
H63 -4.048 -6.886 11.944
H64 -1.092 -7.756 12.129
H65 -1.754 -6.562 13.381
H66 -0.309 -6.206 12.561
H67 -3.034 -4.543 12.714
H68 -2.682 -3.859 11.216
H69 -1.288 -4.113 12.241
H70 -2.025 -4.222 7.265
H71 -0.866 -5.488 7.239
H72 -0.795 -4.220 8.347
C37 -8.023 10.662 7.121
C38 -7.351 9.693 8.083
C39 -2.963 4.202 2.917
C40 -3.790 4.883 3.676
C41 -3.986 6.262 4.093
C42 -2.522 6.268 4.507
N5 -6.661 8.591 7.642
O5 -6.660 8.388 6.394
C43 -1.636 6.729 3.457
C44 -2.241 5.786 5.898
C45 -7.863 9.457 9.609
H73 -7.447 11.712 7.226
H74 -9.128 10.704 7.145
H75 -7.806 10.230 6.152
H76 -4.089 -4.632 -6.662
H77 -3.419 3.155 2.823
H78 -4.437 4.349 4.385
H79 -5.614 3.590 -12.036
H80 -4.767 6.248 4.892
H81 -4.374 6.887 3.302
H82 -1.823 7.794 3.426
H83 -1.998 6.512 2.460
H84 -0.560 6.626 3.306
H85 -1.250 5.411 6.205
H86 -2.976 4.993 6.119
H87 -2.750 6.392 6.685
H88 -7.583 10.325 10.056
H89 -7.423 8.544 9.998
H90 -8.911 9.208 9.664
C46 5.480 -0.087 2.530
C47 5.865 0.114 1.042
C48 7.374 0.181 1.040
O6 7.951 -1.073 1.316
C49 9.389 -1.124 1.273
N6 5.439 -0.972 0.140
H91 5.713 -0.790 -1.459
H92 5.480 -1.932 0.468
H93 4.429 -0.738 -0.021
H94 5.967 -1.071 2.773
H95 4.425 -0.162 2.654
H96 5.917 0.710 3.112
H97 5.571 1.102 0.644
H98 7.631 0.959 1.773
H99 7.760 0.520 0.068
H100 9.738 -0.353 0.568
H101 9.635 -2.070 0.777
H102 9.915 -1.055 2.237
C50 3.831 -5.025 4.134
C51 4.121 -4.175 2.931
C52 5.054 -4.744 1.868
O7 5.131 -3.792 0.809
C53 6.192 -4.186 -0.118
N7 2.821 -3.853 2.311
H103 2.455 -4.756 2.146
H104 1.490 -3.063 2.980
H105 2.889 -3.369 1.417
H106 4.782 -5.231 4.592
H107 3.405 -5.971 3.940
H108 3.199 -4.429 4.790
H109 4.645 -3.255 3.278
H110 4.600 -5.694 1.495
H111 6.097 -4.931 2.191
H112 5.849 -3.873 -1.150
H113 6.467 -5.241 -0.133
H114 7.120 -3.657 0.166
C54 -3.942 2.670 -2.115
O8 -3.512 1.515 -2.936
O9 -4.314 3.671 -2.812
C55 -5.172 1.982 -1.266
F1 -6.360 1.831 -1.941
F2 -4.895 0.737 -0.802
F3 -5.429 2.720 -0.216
C56 -3.163 1.656 -4.291
C57 -1.648 1.453 -4.511
H115 -1.290 1.924 -5.391
H116 -1.072 1.860 -3.590
H117 -1.519 0.369 -4.670
H118 -3.302 2.707 -4.509
H119 -3.861 1.023 -4.860
H120 -3.117 2.817 -1.379
C58 5.913 -0.065 -3.308
O10 6.788 0.751 -2.683
O11 5.679 -1.147 -2.500
C59 4.508 0.716 -3.395
F4 3.907 0.872 -2.201
F5 4.729 2.007 -3.880
F6 3.635 0.122 -4.219
C60 7.616 1.640 -3.428
C61 7.784 2.941 -2.508
H121 6.750 3.362 -2.390
H122 8.129 2.554 -1.550
H123 8.535 3.647 -2.922
H124 7.124 1.927 -4.352
H125 8.670 1.210 -3.649
H126 6.291 -0.368 -4.294
C62 0.493 -1.678 3.928
O12 1.215 -0.689 3.346
O13 0.584 -2.933 3.424
C63 1.008 -1.762 5.411
F7 0.261 -2.615 6.160
F8 2.241 -2.081 5.500
F9 0.849 -0.517 6.032
C64 0.849 -0.356 2.013
C65 1.728 0.808 1.576
H127 1.770 1.471 2.439
H128 2.742 0.521 1.419
H129 1.465 1.316 0.691
H130 -0.130 0.049 2.037
H131 0.729 -1.227 1.392
H132 -0.598 -1.440 4.101

## Properties
**Highest occupied orbital energy**: -11.91 eV
**Orbital gap**: 1.13 eV
**Net charge**: +4
**E_LUMO**: -10.79 eV
**Calculated total energy**: -4813.5664 a.u.